1.
This record from the OMol25 dataset describes a 2-piece molecular cluster, C2H4ClN3O4S overall. The level of theory is ωB97M-V/def2-TZVPD.

Results
SMILES: N=[S@@](=O)(O)Cl.O=C=N/N=C\O
Highest occupied orbital energy in eV: -9.8
Energy relative to the best compared isomer or geometry (same formula, charge and spin) in kJ/mol: 45.4
Frontier orbital gap in eV: 9.08
Calculated total energy in a.u.: -1402.0965

Geometry (Å):
1 Cl -2.75354 -0.42297 1.89696
2 S -2.19163 -0.98220 -0.06901
3 O 1.31284 3.55258 -1.46754
4 O -1.24458 -2.25370 0.35602
5 O -3.32288 -1.35414 -0.83670
6 O 1.16670 -1.12620 0.04757
7 N -1.16548 -0.02818 -0.71684
8 N 2.07094 0.89206 0.67189
9 N 1.30942 1.63395 -0.15484
10 C 2.00068 -0.36347 0.64431
11 C 1.47666 2.69292 -0.68488
12 H -1.76388 0.76510 -1.12925
13 H -0.45642 -1.75122 0.80007
14 H 0.79316 -0.41730 -0.58992
15 H 2.76800 -0.83721 1.23214

2.
This record from the OMol25 dataset describes a 2-piece molecular cluster, C2H4ClNO overall. The level of theory is ωB97M-V/def2-TZVPD.

Results
Highest occupied orbital energy in eV: -8.5
Energy relative to the best compared isomer or geometry (same formula, charge and spin) in kJ/mol: 428.9
Frontier orbital gap in eV: 8.97
Calculated total energy in a.u.: -668.6408

Geometry (Å):
1 Cl -3.05812 -0.24377 0.02299
2 O -2.67890 1.27779 -0.06158
3 N -0.34650 -1.35561 -0.01146
4 C 0.58562 -0.68451 -0.01041
5 C 1.63779 0.28059 0.00753
6 H 2.51418 -0.06926 -0.53618
7 H 1.91076 0.49967 1.03987
8 H 1.25969 1.19368 -0.45832
9 H -1.82452 -0.89857 0.00757

3.
This record from the OMol25 dataset describes one molecule with the formula C2H4ClNO2. The level of theory is ωB97M-V/def2-TZVPD.

Results
SMILES: CON(Cl)C=O
Highest occupied orbital energy in eV: -9.7
Energy relative to the best compared isomer or geometry (same formula, charge and spin) in kJ/mol: 340.5
Frontier orbital gap in eV: 10.12
Calculated total energy in a.u.: -743.9053

Geometry (Å):
1 Cl -2.11230 0.56783 2.19714
2 O -1.03706 0.49963 -0.25462
3 O -2.23659 -2.23449 1.46673
4 N -1.68822 -0.22806 0.71103
5 C 0.39153 0.58118 -0.01943
6 C -2.01165 -1.54146 0.51230
7 H -1.90220 -1.77198 -0.52245
8 H 0.79113 1.43373 -0.40376
9 H 0.82434 -0.45237 -0.23025
10 H 0.51881 0.69806 1.00658

4.
This record from the OMol25 dataset describes one molecule with the formula C2H4ClNO3. The level of theory is ωB97M-V/def2-TZVPD.

Results
SMILES: N[C@@](O)(Cl)C(=O)O
Highest occupied orbital energy in eV: -10.0
Energy relative to the best compared isomer or geometry (same formula, charge and spin) in kJ/mol: 92.8
Frontier orbital gap in eV: 10.23
Calculated total energy in a.u.: -819.2749

Geometry (Å):
1 Cl -1.14804 -1.57518 0.44659
2 O 0.09895 -0.42240 -1.64179
3 O -1.15514 1.70346 -0.83785
4 O -0.82435 1.33545 1.31455
5 N 1.34261 -0.44982 0.23224
6 C 0.11601 -0.26803 -0.30492
7 C -0.72817 1.06813 0.06637
8 H 1.80335 -1.09830 -0.40266
9 H 1.52929 -0.78697 1.17644
10 H -0.73107 -0.27375 -2.07864
11 H -0.30345 0.76740 2.02967

5.
This record from the OMol25 dataset describes a 2-piece molecular cluster, C2H4ClNO3 overall. The level of theory is ωB97M-V/def2-TZVPD.

Results
SMILES: [H]/N=C/OC(=O)O.Cl
Highest occupied orbital energy in eV: -11.0
Energy relative to the best compared isomer or geometry (same formula, charge and spin) in kJ/mol: 138.1
Frontier orbital gap in eV: 11.61
Calculated total energy in a.u.: -819.2576

Geometry (Å):
1 Cl -1.68781 -1.98141 -0.19301
2 O -0.45333 0.76005 -1.54641
3 O 1.12716 -0.60807 -2.28680
4 O -0.94460 -0.78206 -3.13156
5 N 1.60059 0.76711 -0.25349
6 C -0.15434 -0.26933 -2.41899
7 C 0.35575 0.90159 -0.24010
8 H -1.45759 -3.00121 -0.76762
9 H 1.67562 0.08227 -1.88846
10 H 2.03708 0.90980 0.64590
11 H -0.27252 1.08536 0.64707

6.
This record from the OMol25 dataset describes one molecule with the formula C2H4ClNOS. The level of theory is ωB97M-V/def2-TZVPD.

Results
SMILES: ONC(=S)CCl
Highest occupied orbital energy in eV: -8.9
Energy relative to the best compared isomer or geometry (same formula, charge and spin) in kJ/mol: 161.8
Frontier orbital gap in eV: 9.04
Calculated total energy in a.u.: -1066.9189

Geometry (Å):
1 Cl 1.85300 -0.83791 0.43929
2 S -0.09712 2.18563 -1.13177
3 O -0.97850 -1.41616 -0.05277
4 N -0.86398 -0.26900 -0.84765
5 C 0.70915 0.39552 0.85733
6 C -0.14559 0.75536 -0.33717
7 H 0.15470 -0.05497 1.65904
8 H -1.67336 -0.02177 -1.39733
9 H -0.25187 -1.98228 -0.36812
10 H 1.29359 1.24559 1.17915

7.
This record from the OMol25 dataset describes C2H4ClNS as an isolated structure. The level of theory is ωB97M-V/def2-TZVPD.

Results
Spin multiplicity: 3
Highest occupied orbital energy (spin up / spin down) in eV: -6.0 / -9.7
Energy relative to the best compared isomer or geometry (same formula, charge and spin) in kJ/mol: 118.7
⟨S²⟩: 2.04
Frontier orbital gap (spin up / spin down) in eV: 6.41 / 6.60
Calculated total energy in a.u.: -991.5212

Geometry (Å):
1 Cl 0.80051 -1.13314 1.93448
2 S 0.93876 1.49542 -1.51933
3 N 0.46417 -0.26753 0.43759
4 C 1.28849 0.53465 -0.20872
5 C -1.29173 -0.22060 -0.17048
6 H -1.65704 0.70207 0.14255
7 H -1.63932 -1.06470 0.30213
8 H -1.10567 -0.48439 -1.16556
9 H 2.20182 0.43822 0.24734

8.
This record from the OMol25 dataset describes a 3-piece molecular cluster, C2H4ClO4P overall. The level of theory is ωB97M-V/def2-TZVPD.

Results
Charge: -2
Highest occupied orbital energy in eV: -2.3
Energy relative to the best compared isomer or geometry (same formula, charge and spin) in kJ/mol: 227.5
Frontier orbital gap in eV: 7.13
Calculated total energy in a.u.: -1181.2280

Geometry (Å):
1 Cl -1.29567 8.37657 10.32456
2 P 2.10929 -2.38109 -0.92101
3 O 0.68992 -1.89944 -0.82737
4 O 3.12353 -1.27027 -1.12143
5 O 2.51038 -3.79127 -0.84823
6 O -1.15328 -0.26653 0.44459
7 C -0.89488 1.01476 0.15516
8 C 0.13660 1.15714 -0.90854
9 H 0.71149 0.20628 -1.14453
10 H 0.78755 1.93315 -0.61452
11 H -0.51782 -0.85867 0.05666
12 H -0.55025 1.39986 -1.77766